(1)
Entry from OMol25: 11 unconnected molecules or ions with the total composition C20H63NO19 (ωB97M-V/def2-TZVPD).

Last column: Mulliken charge in e.
Atoms and positions in Å:
H1 -0.325 2.940 0.583  -0.289
H2 -3.546 3.734 4.119  0.413
C1 3.311 -2.320 -3.309  -0.518
C2 0.540 -0.359 -0.069  0.855
H3 4.240 0.142 -1.496  0.229
C3 1.346 3.094 5.104  -0.462
H4 0.535 1.977 -3.199  -0.358
H5 2.296 -2.383 3.011  0.313
O1 -1.735 0.262 0.444  -0.328
H6 -3.136 -2.127 -1.267  0.176
H7 2.333 2.855 5.511  0.368
O2 1.468 -2.801 2.603  -0.349
H8 4.534 -2.065 3.637  0.265
O3 -3.974 2.056 1.329  -0.522
H9 -3.716 4.248 2.468  0.433
H10 0.939 3.996 5.572  0.238
C4 4.271 -1.236 -2.876  -0.420
H11 -6.415 -3.447 -2.715  0.245
O4 3.996 -0.787 -1.553  -0.351
O5 -0.943 2.236 5.265  -0.576
H12 0.575 1.559 6.384  0.387
H13 0.814 3.833 3.341  0.240
H14 -0.600 -1.110 1.584  -0.199
O6 3.693 -1.589 3.564  -0.569
H15 -2.867 5.177 -1.407  0.418
H16 -1.580 -2.813 4.120  0.286
C5 -0.431 3.622 -0.272  0.805
H17 1.509 -0.555 0.411  -0.094
H18 1.654 0.623 -5.741  0.339
H19 1.181 -5.384 2.972  0.329
H20 -3.308 1.540 0.848  0.236
C6 2.037 -5.080 2.366  -0.540
H21 -0.464 -2.328 -3.846  0.294
H22 -5.442 -2.993 -4.147  0.311
H23 1.023 -0.749 -4.099  0.279
C7 -0.488 -0.189 1.006  0.204
O7 6.168 -1.043 1.924  -0.574
O8 2.544 1.356 -3.257  -0.522
N1 -2.511 -1.439 -1.701  -0.692
H24 2.264 0.777 -2.533  0.228
H25 2.696 -3.516 1.126  -0.011
C8 -3.781 2.120 2.717  -0.293
O9 3.207 -4.875 3.225  -0.513
C9 -1.895 3.785 -0.479  0.372
H26 -2.405 4.219 0.382  0.447
H27 -2.209 -1.868 -2.612  0.223
C10 0.426 1.919 5.359  -0.038
O10 -5.278 -1.806 -2.412  -0.312
H28 -2.195 0.481 -3.695  0.369
H29 3.602 -3.258 -2.801  0.330
O11 -1.307 -2.825 -3.887  -0.721
H30 0.025 3.086 -1.124  -0.415
O12 0.274 -1.466 -0.888  -0.567
H31 -1.197 2.508 4.337  0.244
O13 1.950 -2.008 -3.056  -0.260
C11 0.880 0.950 -5.040  -0.548
H32 4.191 -0.425 -3.625  0.197
O14 1.556 3.321 3.677  -0.477
H33 3.307 -5.675 3.752  0.277
H34 0.110 1.448 -5.637  0.351
H35 -0.470 -2.688 3.059  0.192
H36 4.463 0.287 3.251  0.268
C12 3.933 -0.475 2.664  0.051
H37 -2.327 2.786 -0.608  -0.442
H38 -0.109 0.578 1.697  0.258
H39 -0.690 -1.414 -1.205  0.346
H40 1.611 2.841 -4.365  0.345
H41 -4.732 1.959 3.225  0.340
H42 -3.306 1.604 -3.021  0.545
H43 0.233 5.450 -0.701  0.340
H44 0.977 -3.939 0.981  0.276
H45 6.255 -1.892 2.366  0.322
C13 1.798 -3.808 1.689  -0.013
H46 4.451 -1.685 0.955  0.240
H47 0.741 0.543 -0.668  -0.587
H48 0.736 1.078 4.737  -0.016
O15 -2.167 4.565 -1.642  -0.558
H49 4.840 0.094 0.894  0.215
H50 -4.062 -1.174 -4.015  0.422
O16 0.260 4.852 0.055  -0.609
H51 -5.174 0.042 -3.323  0.458
O17 -1.228 -3.245 3.327  -0.596
H52 -1.949 -0.376 -0.276  0.406
O18 0.286 -0.210 -4.460  -0.352
H53 -3.075 1.342 3.035  0.197
C14 -3.423 -0.323 -2.103  0.702
H54 5.327 -1.527 -3.015  0.433
H55 -1.586 4.456 2.935  0.242
H56 -1.163 -3.494 -4.569  0.263
H57 3.497 -2.487 -4.370  0.392
C15 -2.609 0.798 -2.735  -0.971
H58 2.980 -0.050 2.349  0.107
H59 2.311 -5.860 1.643  0.330
H60 -1.898 1.257 -2.055  -0.327
C16 -3.261 3.470 3.088  -0.612
C17 -4.509 -0.804 -3.081  -1.118
H61 -3.963 0.044 -1.222  0.222
C18 4.810 -0.807 1.496  -0.365
H62 1.828 -1.886 -2.083  0.040
O19 -1.834 3.527 3.014  -0.405
H63 -6.858 -2.019 -3.709  0.293
C19 1.337 1.868 -3.933  0.302
C20 -6.030 -2.620 -3.302  -0.755

Results
**Spin multiplicity**: 1
**LUMO energy**: 0.4821 eV
**Energy**: -62150.85155 eV
**F_max**: 2.204 eV/Å
**Energy relative to the best compared isomer or geometry (same formula, charge and spin)**: 0.0 kcal/mol
**SMILES**: COC[C@H](C)N.OCCO.OCCO.OCCO.OCCO.OCCO.OCCO.OCCO.OCCO.O.O
**HOMO-LUMO gap**: 10.08 eV

---

(2)
Entry from OMol25: 12 unconnected molecules or ions with the total composition C20H64N8O12 (ωB97M-V/def2-TZVPD).

Last column: Mulliken charge in e.
Atoms and positions in Å:
H1 -0.321 5.095 5.572  0.378
O1 -2.206 -4.144 1.303  -0.608
H2 4.815 3.536 0.854  0.330
H3 5.329 2.954 -2.143  0.289
C1 -0.670 4.747 4.561  -1.238
H4 -3.565 -1.437 1.375  0.025
N1 -0.844 4.546 0.802  -0.516
H5 4.244 0.802 2.972  0.407
N2 0.834 4.312 -0.855  -0.332
C2 -1.231 0.085 -3.799  0.585
H6 -1.557 0.296 5.767  0.446
C3 -4.274 -4.190 -1.643  -0.088
H7 2.634 -1.449 1.676  -0.011
H8 1.808 -1.268 -4.142  0.223
H9 1.291 -3.648 -2.508  0.145
N3 -1.169 0.549 -0.356  0.106
H10 1.787 0.982 -2.795  0.061
O2 3.404 2.456 -0.224  -0.084
C4 0.549 4.258 0.476  0.580
H11 5.337 0.099 -4.341  0.267
H12 0.091 0.512 -5.302  0.281
O3 1.213 -1.904 -3.729  -0.397
H13 3.222 -0.368 3.755  0.342
O4 -1.054 1.140 -3.148  -0.709
C5 2.779 -3.727 -4.131  -1.278
C6 -5.676 -4.117 -1.124  -1.093
H14 4.040 4.420 -0.468  0.288
H15 4.240 -1.523 2.079  0.535
H16 -1.579 -2.164 1.292  -0.428
H17 -1.603 1.011 0.420  0.194
H18 -1.464 -1.253 4.992  0.364
N4 2.818 0.962 -2.714  0.133
H19 5.903 2.143 -0.567  0.332
H20 -3.430 -2.808 -0.561  0.099
O5 -2.042 -0.208 2.414  0.450
H21 5.072 0.649 -2.625  0.132
H22 -5.847 -3.920 -0.090  0.226
H23 -2.712 -0.843 -2.554  0.064
N5 -2.089 -0.956 -3.383  -0.118
H24 0.499 2.861 2.573  -0.004
C7 -5.297 -0.914 0.556  -0.326
H25 -1.027 4.512 1.816  0.174
H26 -4.232 -4.511 -2.722  0.274
O6 1.388 3.989 1.303  -0.706
H27 -1.399 0.738 -1.347  0.104
H28 -5.843 -1.099 -0.344  0.294
H29 -3.780 -5.043 -1.107  0.166
H30 -2.289 -1.818 -3.875  0.163
H31 -2.054 -4.754 0.605  0.309
C8 -4.823 0.553 0.431  -0.615
H32 3.150 1.269 -1.829  0.054
H33 -0.215 5.288 3.755  0.293
H34 3.351 -3.018 -4.736  0.317
O7 -0.362 2.696 3.128  -0.237
C9 -1.198 -3.152 1.439  0.997
C10 0.027 -3.525 0.664  -1.038
H35 0.409 -0.971 -1.698  -0.486
O8 2.244 1.255 2.676  -0.410
H36 -1.100 5.490 0.423  0.287
H37 -1.155 -0.060 2.060  -0.238
C11 -0.122 3.222 4.415  -0.402
H38 -1.029 -3.117 2.515  0.115
H39 3.748 -0.517 0.768  0.035
C12 -1.339 -0.207 4.837  -1.237
H40 6.390 3.632 -1.092  0.529
H41 -0.406 2.466 5.100  0.462
H42 -4.321 0.837 1.376  -0.009
H43 2.118 -4.327 -4.751  0.298
H44 -0.418 -1.066 -5.214  0.268
C13 -2.237 0.363 3.718  -0.087
H45 0.025 4.412 -1.501  0.230
C14 3.298 0.284 2.824  -0.541
N6 -0.656 -0.113 -5.049  -0.547
C15 4.430 3.443 -0.140  -0.125
H46 0.890 3.256 4.599  0.422
H47 2.605 -2.484 -2.240  0.117
C16 1.971 -2.924 -3.042  0.048
H48 -0.278 -0.011 4.552  0.110
H49 0.380 -4.547 0.833  0.452
O9 0.301 0.094 1.272  -0.316
H50 3.525 -4.360 -3.614  0.399
N7 0.841 -0.541 -0.831  1.590
H51 -6.242 -3.342 -1.689  0.256
H52 0.885 -2.858 0.687  -0.059
O10 -4.136 -1.719 0.691  -0.336
H53 1.483 0.707 2.438  0.085
N8 4.812 0.271 -3.487  -0.355
H54 -1.741 4.793 4.551  0.314
C17 3.472 -0.844 1.765  -0.669
H55 -0.242 -3.486 -0.367  0.315
C18 5.554 3.000 -1.089  -1.490
H56 -6.068 -1.101 1.367  0.265
O11 -3.551 -2.938 -1.502  -0.063
H57 2.814 2.408 0.575  -0.070
O12 2.981 -0.102 -4.762  -0.790
H58 -3.284 0.306 3.932  0.445
H59 -1.930 1.403 3.667  -0.018
H60 1.685 3.958 -1.299  0.149
H61 1.750 -0.840 -0.496  -0.297
C19 0.010 0.057 0.072  -0.676
H62 -4.006 0.643 -0.358  -0.030
H63 -5.621 1.224 0.172  0.473
H64 -6.203 -5.055 -1.393  0.394
C20 3.493 0.305 -3.691  0.589

Results
**Spin multiplicity**: 1
**LUMO energy**: 0.5845 eV
**Energy**: -58270.74739 eV
**F_max**: 3.508 eV/Å
**Energy relative to the best compared isomer or geometry (same formula, charge and spin)**: 20.7 kcal/mol
**SMILES**: NC(N)=O.NC(N)=O.NC(N)=O.NC(N)=O.CCO.CCO.CCO.CCO.CCO.CCO.CCO.CCO
**HOMO-LUMO gap**: 10.01 eV